ORCA calculation (ωB97M-V/def2-TZVPD) on a structure of composition C17H49MgO8.

Properties
Total charge ... +1
E_LUMO ... -0.120 Ha
E_tot ... -40243.731 eV

Positions of all 75 atoms, in Å:
Mg -1.5548 1.2185 -2.0691
C 0.9640 -0.4691 0.8896
C -0.4956 -0.5372 0.4069
C -1.3577 0.2025 1.4362
O -0.6166 -0.0824 -0.8989
H 0.9661 -0.9050 1.8946
H 1.3856 0.5215 1.0961
H 1.6320 -0.9755 0.1979
H -0.7383 -1.6089 0.4473
H -1.1976 1.2820 1.4806
H -1.2467 -0.3211 2.3867
H -2.4366 0.1458 1.2262
C 0.8746 -5.3093 -1.2878
C 0.7583 -3.8532 -0.9069
O -0.2620 -3.2634 -1.6992
H -0.0736 -5.8487 -1.2455
H 1.6492 -5.8541 -0.7499
H 1.1180 -5.4396 -2.3531
H 1.7153 -3.3299 -0.9546
H 0.4039 -3.9220 0.1343
H -0.4613 -2.3946 -1.3229
C 2.3805 1.0828 3.9976
C 2.5739 -0.2950 4.5547
O 3.9952 -0.6096 4.4989
H 2.7784 1.1366 2.9866
H 2.8529 1.8073 4.6584
H 1.3068 1.2867 3.9827
H 2.0527 -1.0981 4.0183
H 2.2834 -0.4702 5.5958
H 4.1204 -1.4507 4.9472
C -5.3185 1.8424 0.1415
C -3.9863 2.3710 -0.4585
O -3.2974 1.2762 -1.0931
H -5.0599 1.2594 1.0273
H -5.8027 1.1467 -0.5443
H -5.9190 2.7030 0.4231
H -3.4564 2.7915 0.3987
H -4.1426 3.2002 -1.1485
H -3.8637 0.4922 -1.0116
C 4.4216 -0.7026 0.4038
C 5.6728 -0.1426 1.0539
O 5.3860 0.8934 1.9647
H 3.7358 -1.1327 1.1367
H 4.6375 -1.4195 -0.3930
H 3.8041 0.0462 -0.1072
H 6.3255 0.2768 0.2883
H 6.2115 -0.9799 1.5079
H 5.0291 0.5185 2.7782
C 2.3436 1.4421 -2.7364
C 1.1535 0.8265 -3.4547
O -0.0050 1.6855 -3.3106
H 3.2043 0.7770 -2.7333
H 2.0324 1.7174 -1.7296
H 2.6673 2.3638 -3.2296
H 0.8809 -0.1709 -3.1087
H 1.4014 0.6084 -4.4994
H 0.1501 2.4816 -3.8325
C -4.8350 -3.2160 -1.3142
C -3.7772 -2.1441 -1.4232
O -4.2706 -0.9979 -2.1655
H -4.4313 -4.1357 -0.8904
H -5.1808 -3.4941 -2.3157
H -5.7033 -2.8980 -0.7376
H -2.8789 -2.5068 -1.9378
H -3.4086 -1.7598 -0.4657
H -4.9550 -1.3408 -2.7518
C -0.4956 4.5148 0.5603
C -0.0978 3.3980 -0.4132
O -1.1858 3.1305 -1.3240
H -1.4535 4.3254 1.0540
H -0.5514 5.4827 0.0598
H 0.1817 4.5453 1.4157
H 0.1315 2.5278 0.1948
H 0.7766 3.7551 -0.9586
H -1.4412 3.9963 -1.6685

Results of the Mulliken charge analysis, in e, for atoms 1 through 5: 0.8988 -0.9301 0.8828 -1.5398 -0.3834